Record 1
45
Properties=species:S:1:pos:R:3:forces:R:3 method="wB97M-V/def2-TZVPD" charge=-2 homo_energy_ha=-0.065 multiplicity=1 relative_energy_kcal_mol=0.0 gap_ev=5.45 mol_weight_g_mol=806.8
Y 1.244 1.029 0.246 0.0 0.1 0.0
O 4.467 -0.633 -1.108 0.2 -0.1 -0.1
S 3.303 0.096 -1.545 -0.2 0.0 0.0
O 3.234 0.372 -2.965 0.0 -0.1 0.0
O 2.025 -0.626 -1.084 0.1 0.0 0.0
O 3.168 1.403 -0.752 0.0 0.1 0.0
Se 1.949 -0.280 2.826 0.0 0.0 0.0
Se 0.637 0.830 4.421 0.0 0.0 0.0
Se 0.807 3.059 3.789 0.0 0.0 0.0
Se -0.258 3.055 1.701 0.0 0.0 0.0
C -1.430 -4.487 2.733 -0.2 0.0 -0.1
C -2.011 -5.180 1.497 0.2 0.1 0.0
S -2.313 -4.112 0.068 -0.1 -0.2 0.0
C -0.629 -3.718 -0.450 0.0 0.0 0.1
C 0.016 -2.541 0.269 0.1 0.0 -0.2
S -0.939 -1.020 0.152 0.1 0.2 0.0
C -1.946 -0.864 1.673 -0.1 0.0 -0.1
C -1.531 -1.614 2.929 0.0 0.0 0.1
S -2.445 -3.120 3.349 0.0 -0.1 0.1
H -0.424 -4.118 2.553 0.0 0.0 0.0
H -1.351 -5.215 3.544 0.0 0.0 0.0
H -2.987 -5.602 1.742 0.0 0.0 0.0
H -1.362 -6.012 1.202 0.0 0.0 0.0
H -0.702 -3.494 -1.514 0.0 0.0 0.0
H -0.009 -4.614 -0.350 0.0 0.0 0.0
H 0.961 -2.292 -0.219 0.0 0.0 0.0
H 0.250 -2.733 1.308 0.0 -0.1 0.1
H -2.975 -1.113 1.415 0.0 0.0 0.0
H -1.892 0.205 1.895 0.0 0.0 -0.1
H -1.739 -0.961 3.776 0.0 0.1 0.0
H -0.457 -1.796 2.980 0.0 0.0 0.0
Cl 1.376 7.160 -4.007 0.0 0.0 0.0
C 0.912 5.620 -3.284 0.0 0.0 -0.1
C 1.595 4.461 -3.623 0.0 0.1 0.0
C 1.221 3.254 -3.063 0.0 0.0 0.1
C 0.151 3.160 -2.148 0.0 0.0 0.0
C -0.232 1.891 -1.541 0.1 -0.1 0.1
C -0.501 4.362 -1.822 0.1 0.1 0.0
C -0.131 5.578 -2.379 -0.1 -0.1 0.1
H 2.429 4.504 -4.313 0.0 0.0 0.0
H 1.785 2.361 -3.312 0.0 0.0 0.0
H -1.263 1.878 -1.182 0.0 0.0 0.0
H -0.049 1.036 -2.203 0.0 0.0 0.0
H -1.308 4.338 -1.098 0.0 0.0 0.0
H -0.648 6.490 -2.106 0.0 0.0 0.0

---

Record 2
17
Properties=species:S:1:pos:R:3:forces:R:3 method="wB97M-V/def2-TZVPD" smiles=C[C@@H](O)[C@H]1CCO1 homo_energy_ha=-0.353 multiplicity=1 relative_energy_kcal_mol=48.6 gap_ev=10.52 mol_weight_g_mol=102.1
C -2.089 -0.537 0.584 0.0 0.0 0.0
C -1.120 0.237 -0.294 -0.1 -0.3 -0.1
O -1.024 1.534 0.263 0.2 0.2 -0.1
C 0.224 -0.482 -0.352 -0.2 0.0 -0.2
C 1.479 0.286 -0.804 0.0 0.1 -0.1
C 2.033 -0.124 0.566 0.4 0.1 0.0
O 0.785 -0.715 0.949 0.0 -0.1 0.1
H -3.048 -0.013 0.641 0.1 -0.1 0.0
H -2.256 -1.545 0.193 0.0 0.1 0.0
H -1.667 -0.614 1.591 -0.1 0.0 -0.1
H -1.504 0.286 -1.329 0.1 0.0 0.2
H -0.404 2.048 -0.269 -0.1 0.0 0.1
H 0.083 -1.432 -0.892 0.0 0.1 0.1
H 1.995 -0.115 -1.679 -0.1 0.0 0.1
H 1.352 1.366 -0.934 0.0 -0.2 0.0
H 2.324 0.689 1.240 -0.1 -0.1 -0.1
H 2.838 -0.869 0.526 -0.1 0.1 0.0